69
Properties=species:S:1:pos:R:3 method="wB97M-V/def2-TZVPD" multiplicity=2 homo_lumo_gap_ev="7.765 / 6.805" e_tot_ev=-102525.0175 s2=0.756 mol_weight_g_mol=704.913 e_above_lowest_kcal_mol=9.0
Ru 0.75282 -0.40729 0.03577
C -2.80120 -2.82158 -0.89805
C -1.58681 -2.28395 -0.19526
N -1.10678 -1.12727 -0.52576
N -1.82131 -0.42092 -1.48828
C -1.15619 0.47228 -2.12685
S 0.50592 0.89849 -1.91413
S -1.96137 1.43188 -3.36008
C -3.71162 0.99926 -3.10759
C -4.38600 1.89083 -2.10308
C -4.20824 1.68659 -0.73582
C -4.81109 2.53129 0.18299
C -5.59922 3.59070 -0.24839
C -5.78056 3.80016 -1.60719
C -5.17650 2.95392 -2.52641
C -0.96679 -3.09282 0.85607
C -1.33489 -4.44140 0.99460
C -0.82450 -5.24342 1.99057
C 0.07150 -4.70002 2.91052
C 0.45316 -3.38296 2.81210
C -0.02923 -2.56133 1.77964
O 0.38118 -1.31203 1.75714
H -3.40337 -2.01374 -1.29669
H -3.40643 -3.43482 -0.23756
H -2.47070 -3.43746 -1.73928
H -3.74263 -0.04595 -2.80962
H -4.17751 1.09624 -4.08787
H -3.58251 0.86966 -0.40018
H -4.66896 2.35610 1.24258
H -6.07367 4.24580 0.47104
H -6.39567 4.62070 -1.95373
H -5.32040 3.12186 -3.58769
H -2.02606 -4.88183 0.29011
H -1.12209 -6.28086 2.05752
H 0.47401 -5.31704 3.70443
H 1.14954 -2.94086 3.51174
C 4.25007 -2.85120 3.36349
C 4.63706 -2.37377 1.98536
O 3.51548 -2.60061 1.10658
P 3.32783 -1.70771 -0.18945
S 1.72268 -2.32744 -1.14097
S 3.11350 0.23296 0.28475
O 4.72664 -1.94094 -0.91906
C 5.22130 -1.06190 -1.95325
C 4.34718 -1.03669 -3.18716
H 5.12029 -2.82873 4.02048
H 3.87363 -3.87304 3.31810
H 3.47600 -2.21253 3.78755
H 5.49166 -2.92195 1.58708
H 4.87682 -1.30745 1.99289
H 6.21356 -1.44973 -2.17755
H 5.32644 -0.06272 -1.52613
H 4.16460 -2.04651 -3.55408
H 4.85579 -0.46946 -3.96833
H 3.38562 -0.56253 -2.98938
C 1.99507 4.20997 0.00049
N 1.37336 3.04381 0.60179
C 0.11021 2.90009 0.99294
S -0.58428 1.35604 1.14166
N -0.67459 3.95869 1.26425
C -0.24697 5.28280 1.68577
H 2.94996 3.88807 -0.40651
H 2.18629 4.99908 0.72519
H 1.38885 4.59991 -0.81918
H 1.80812 2.15288 0.39891
H -1.61304 3.69151 1.51354
H 0.16615 5.86371 0.86407
H 0.48381 5.22985 2.49538
H -1.12492 5.80737 2.05343

13
Properties=species:S:1:pos:R:3 method="wB97M-V/def2-TZVPD" homo_lumo_gap_ev=10.196 e_tot_ev=-8705.4595 total_charge=+1 smiles="C=NC(N=C)=[N+]=C" mol_weight_g_mol=96.113 e_above_lowest_kcal_mol=70.2
C -0.47205 -2.27895 0.29097
C -1.89543 1.09073 -0.15287
C 1.96059 1.49924 -0.12244
C 0.14134 0.04646 0.30820
N -0.03567 -1.18621 -0.12898
N -0.88583 0.83179 0.53018
N 1.34448 0.60362 0.50757
H -0.53187 -2.97279 -0.53335
H -0.72062 -2.58057 1.31181
H -2.53975 1.76919 0.44225
H -2.18290 0.79137 -1.08143
H 1.48622 1.92966 -1.01497
H 2.83671 1.82108 0.24178

13
Properties=species:S:1:pos:R:3 method="wB97M-V/def2-TZVPD" multiplicity=2 homo_lumo_gap_ev="8.087 / 4.054" e_tot_ev=-14533.7675 total_charge=+1 s2=0.754 mol_weight_g_mol=79.168 e_above_lowest_kcal_mol=73.9
N 2.03929 2.36561 2.46626
H 2.15431 2.00576 3.41390
H 4.49344 2.32223 4.17478
H 1.09812 2.75207 2.58764
H 1.85881 1.57079 1.86705
C -0.79096 -0.46830 0.01274
C -1.94304 -0.59864 -0.89517
S -0.37325 -1.21008 -1.63850
H 5.08704 2.74849 4.09206
H -0.39957 -1.14990 0.75992
H -0.74312 0.55592 0.39436
H -2.70597 -1.34424 -0.68772
H -2.12781 0.13159 -1.68447

74
Properties=species:S:1:pos:R:3 method="wB97M-V/def2-TZVPD" homo_lumo_gap_ev=9.367 e_tot_ev=-58151.3003 mol_weight_g_mol=558.496 e_above_lowest_kcal_mol=168.0
C 2.00195 1.85672 3.82602
C 3.56363 1.76999 3.63997
O 4.20298 1.60282 4.90087
C 4.50164 0.41462 5.35095
O 4.21534 -0.65200 4.84150
O 5.07700 0.48587 6.54557
C 5.53300 -0.64197 7.25217
H 1.43306 1.85825 2.89626
H 1.68512 2.72743 4.40012
H 1.68488 0.98402 4.39695
H 4.09790 2.58237 3.14733
H 3.74996 0.96131 2.93328
H 4.72189 -1.36975 7.27558
H 5.74915 -0.37105 8.28561
H 6.43170 -1.06050 6.79911
C -5.44158 -3.82995 2.01085
C -5.29152 -2.32672 2.02223
O -4.72507 -1.82745 0.88658
C -4.38167 -0.49782 0.79444
O -4.83400 0.31142 1.59280
O -3.64786 -0.32437 -0.21968
C -3.13690 0.97298 -0.57353
H -4.48194 -4.31620 1.83552
H -5.96180 -4.20172 1.12810
H -5.92177 -4.33025 2.85181
H -4.78483 -1.95850 2.91429
H -6.33238 -2.01659 2.11457
H -3.95774 1.56639 -0.97626
H -2.38219 0.72092 -1.31849
H -2.58481 1.46788 0.22545
C 0.29562 3.14577 -6.70962
C 0.00067 1.69010 -6.35825
O 0.27141 1.30499 -4.93442
C 1.52727 1.02390 -4.58454
O 2.47543 0.83875 -5.35225
O 1.48564 0.74392 -3.16590
C 2.65932 0.40664 -2.46786
H 1.36357 3.32207 -6.83812
H -0.05176 3.76025 -5.87907
H -0.17934 3.58087 -7.58894
H 0.49060 0.99436 -7.03944
H -1.04853 1.46891 -6.55407
H 3.19909 -0.46696 -2.83333
H 2.45687 0.21622 -1.41389
H 3.43860 1.13503 -2.69207
C -1.95832 -1.85517 0.56008
C -0.81992 -2.85801 0.32784
O 0.18743 -2.45863 -0.59960
C -0.03485 -2.39113 -1.90180
O -1.15858 -2.53577 -2.35908
O 1.06220 -2.10507 -2.55816
C 1.10751 -2.09095 -3.97022
H -2.40250 -1.96271 1.54964
H -2.74713 -1.91493 -0.18979
H -1.68713 -0.79945 0.56487
H -1.17228 -3.83935 0.01016
H -0.31151 -2.83851 1.29180
H 0.11133 -1.97932 -4.39835
H 1.50618 -3.05437 -4.28806
H 1.78308 -1.26714 -4.20045
C -0.36336 0.56047 -1.93367
C 0.52594 1.00679 -0.81124
O -0.34624 1.51024 0.24365
C 0.19193 1.91239 1.41761
O 1.42196 1.80165 1.62528
C -0.84219 2.42339 2.43689
F -2.11275 2.13117 2.09720
F -0.64534 1.97771 3.67088
F -0.78904 3.72489 2.40568
H -1.13684 -0.09573 -1.53464
H 0.07372 -0.08937 -2.69182
H -0.81356 1.34996 -2.53543
H 1.10824 1.87101 -1.13082
H 1.09443 0.14298 -0.46664

16
Properties=species:S:1:pos:R:3 method="wB97M-V/def2-TZVPD" multiplicity=3 homo_lumo_gap_ev="8.902 / 9.349" e_tot_ev=-16662.0015 s2=2.007 mol_weight_g_mol=116.100 e_above_lowest_kcal_mol=30.2
C 1.56336 -1.02387 -0.42074
C 1.40483 0.24505 -1.11907
C 0.18659 -1.77672 -0.29078
C -1.74559 0.09612 -0.24953
C -2.38881 1.43542 -0.11124
O -2.46011 -1.07233 0.12979
P -1.00139 -0.98738 0.87423
H 2.41910 -1.56608 -1.03194
H 2.04818 -0.69652 0.55417
H 2.22915 0.87742 -1.23125
H 0.53404 0.66631 -1.52509
H -0.30857 -1.82271 -1.35156
H 0.45345 -2.80440 -0.05568
H -1.60278 2.08753 -0.54899
H -2.53099 1.66337 0.98336
H -3.39947 1.43571 -0.62619